# C3H6O5

2 unconnected molecules or ions with the total composition C3H6O5 in a non-equilibrium geometry (ωB97M-V/def2-TZVPD, the Open Molecules 2025 dataset).

XYZ file:
```
14
Properties=species:S:1:pos:R:3:forces:R:3:mulliken_charge:R:1
O 0.78000 0.91075 -0.07299 0.8 0.5 3.7 -0.501
C 1.05863 1.08535 1.13215 -0.6 0.3 -3.8 0.219
O 1.20927 0.09490 2.01710 0.6 1.2 0.2 -0.298
C 0.83711 -1.13496 1.50215 -1.5 -1.3 1.9 -0.285
O 1.88596 -1.70120 0.75865 -0.9 0.7 -0.5 -0.270
C 1.48007 -2.32255 -0.35289 -2.2 -1.0 -0.8 0.262
O 0.30338 -2.48019 -0.71201 3.7 0.4 0.8 -0.515
H 1.20926 2.10116 1.54820 0.0 -0.7 0.1 0.357
H 0.72410 -1.83120 2.35534 -0.1 0.7 -0.2 0.335
H -0.16651 -0.97453 1.06344 1.0 -0.7 -0.7 0.368
H 2.43580 -2.71250 -0.75560 -0.8 -0.1 -0.8 0.327
O -4.25226 3.09997 -2.63443 1.0 -0.3 -0.6 -0.652
H -3.37498 2.88249 -2.24541 -0.9 0.2 -0.5 0.327
H -4.12978 2.98256 -3.60369 -0.1 0.1 1.1 0.325
```
Forces are in eV/Å.

Energy above the lowest of the compared OMol25 structures with the same formula, charge and spin   39.2 kcal/mol
SMILES   O=COCOC=O.O
Spin multiplicity   1
Orbital gap   11.731 eV

=====

# C3H6OS

A gas-phase ion, C3H6OS (charge -1) in a non-equilibrium geometry (ωB97M-V/def2-TZVPD, the Open Molecules 2025 dataset).

XYZ file:
```
11
Properties=species:S:1:pos:R:3:forces:R:3:mulliken_charge:R:1
C -0.31883 -1.25392 -0.53820 -1.8 0.1 0.1 -0.230
O -0.76187 -1.13959 -1.79008 0.9 0.3 -0.3 -0.500
C -0.45249 0.17418 0.27088 -0.9 0.0 -2.4 -0.557
C 0.80447 0.99732 0.28349 1.3 -1.1 2.6 -0.647
S 0.51947 2.63754 0.94861 -0.4 0.5 -0.3 -0.597
H -1.13924 -1.84753 -0.05346 0.8 0.0 0.5 0.227
H 0.68313 -1.66036 -0.36836 0.2 -0.1 -0.2 0.272
H -0.88769 -0.17393 1.18119 -0.1 0.6 1.0 0.346
H -1.15672 0.76940 -0.35173 -0.1 -0.6 0.7 0.243
H 1.25195 0.93777 -0.70653 0.3 0.1 0.0 0.279
H 1.45782 0.55912 1.12419 -0.3 0.1 -1.8 0.163
```
Forces are in eV/Å.

Energy above the lowest of the compared OMol25 structures with the same formula, charge and spin   7.2 kcal/mol
Net charge   -1
Spin multiplicity   2
Orbital gap (alpha / beta)   6.877 / 4.705 eV

=====

# C3H6OS

C3H6OS in the gas phase in a non-equilibrium geometry (ωB97M-V/def2-TZVPD, the Open Molecules 2025 dataset).

XYZ file:
```
11
Properties=species:S:1:pos:R:3:forces:R:3:mulliken_charge:R:1
S 1.36798 -0.92708 0.56955 0.6 0.0 -0.4 -0.267
C 0.08721 0.32206 0.42230 -0.8 0.8 0.5 -0.024
C -0.06169 1.03918 -0.97558 -0.4 -2.1 1.2 -0.502
O -1.49806 0.82518 -0.90857 0.3 1.1 -0.6 -0.386
C -1.36676 -0.12071 0.13815 -0.3 -0.2 0.5 -0.345
H 0.92658 -1.71690 1.55954 -0.3 0.3 0.1 0.118
H 0.13445 1.09821 1.22710 0.0 -0.8 -0.6 0.321
H 0.22198 2.05968 -0.96140 0.2 1.0 -0.4 0.287
H 0.39909 0.43522 -1.76668 -0.1 0.4 -0.1 0.298
H -2.16602 0.01820 0.93340 1.0 -0.4 -0.9 0.244
H -1.37192 -1.10576 -0.34544 -0.2 -0.2 0.7 0.255
```
Forces are in eV/Å.

Energy above the lowest of the compared OMol25 structures with the same formula, charge and spin   37.6 kcal/mol
SMILES   SC1COC1
Spin multiplicity   1
Orbital gap   10.165 eV